[1]
10
Properties=species:S:1:pos:R:3 method="wB97M-V/def2-TZVPD" de_lowest_kcal_mol=24.7 spin_multiplicity=1 homo_energy_ha=-0.3280 smiles=Nc1cnn[nH]1 homo_lumo_gap_ev=9.62 lumo_energy_ev=0.70
N -1.096 -0.083 -1.166
C -0.125 -0.002 -0.183
C 1.219 -0.275 -0.120
N 1.690 0.093 1.101
N 0.712 0.543 1.813
N -0.402 0.505 1.043
H -0.736 -0.356 -2.057
H -1.886 -0.677 -0.934
H 1.893 -0.676 -0.854
H -1.268 0.928 1.357

=====

[2]
36
Properties=species:S:1:pos:R:3 method="wB97M-V/def2-TZVPD" total_charge=+2 spin_multiplicity=6 homo_energy_ha="-0.5175 / -0.5627" s2=8.80 homo_lumo_gap_ev="7.66 / 5.62" lumo_energy_ev="-6.42 / -9.69"
Ir -1.161 0.112 -1.499
I -3.120 -0.233 -3.707
C -3.169 -2.344 -3.452
I -1.625 -2.944 -2.132
H -3.009 -2.811 -4.416
H -4.125 -2.613 -3.021
Cl 0.769 -0.322 -3.379
C 2.281 -0.121 -2.539
C 3.421 -0.220 -3.289
C 4.662 -0.069 -2.660
C 4.749 0.179 -1.301
C 3.596 0.279 -0.547
Cl 3.736 0.587 1.128
C 2.304 0.131 -1.141
S 0.927 0.275 -0.160
H 3.362 -0.409 -4.351
H 5.565 -0.146 -3.249
H 5.710 0.297 -0.819
S -1.148 2.440 -2.061
C -2.012 3.118 -0.804
N -2.582 3.577 0.090
C -1.124 -1.937 2.702
N -1.232 -0.489 2.718
C -0.795 0.297 3.886
C -1.192 1.738 3.512
N -1.739 1.567 2.158
C -1.766 0.298 1.805
S -2.507 -0.309 0.333
H -1.873 -2.380 3.359
H -0.132 -2.220 3.050
H -1.268 -2.308 1.691
H 0.279 0.174 4.023
H -1.304 -0.063 4.780
H -0.341 2.415 3.491
H -1.953 2.147 4.173
H -2.187 2.307 1.628

=====

[3]
119
Properties=species:S:1:pos:R:3 method="wB97M-V/def2-TZVPD" total_charge=+1 spin_multiplicity=1 homo_energy_ha=-0.4068 homo_lumo_gap_ev=7.71 lumo_energy_ev=-3.36
C 8.493 -3.086 1.423
C 8.422 -1.597 0.799
C 7.843 -1.758 -0.725
C 7.621 -0.269 -1.316
C 6.074 0.112 -1.587
C 5.646 1.443 -0.741
C 4.372 2.186 -1.452
C 3.059 2.211 -0.517
C 1.690 1.747 -1.293
C 0.359 2.308 -0.518
C -0.433 1.087 0.181
C -1.338 1.528 1.440
C -2.919 1.619 1.155
C -3.626 0.220 0.753
C -3.689 -0.058 -0.842
C -3.366 -1.580 -1.253
C -2.072 -2.221 -0.539
C -2.435 -3.527 0.383
N -1.823 -4.759 -0.215
C -2.602 -5.817 -0.851
C -1.548 -6.852 -1.360
N -0.221 -6.390 -0.979
C -0.437 -5.122 -0.283
H 7.446 -3.561 1.432
H 8.879 -3.095 2.507
H 9.216 -3.692 0.766
H 7.698 -0.895 1.340
H 9.468 -1.146 0.689
H 8.655 -2.273 -1.352
H 6.846 -2.338 -0.715
H 8.195 -0.209 -2.323
H 8.056 0.518 -0.581
H 5.879 0.282 -2.708
H 5.353 -0.721 -1.227
H 5.338 1.053 0.310
H 6.525 2.160 -0.577
H 4.171 1.725 -2.497
H 4.717 3.275 -1.615
H 2.863 3.227 -0.018
H 3.218 1.413 0.309
H 1.686 2.053 -2.398
H 1.730 0.585 -1.277
H 0.709 3.111 0.225
H -0.322 2.720 -1.354
H 0.382 0.359 0.582
H -0.982 0.515 -0.645
H -0.991 2.591 1.734
H -1.126 0.803 2.301
H -3.409 1.932 2.162
H -3.218 2.447 0.410
H -3.198 -0.650 1.364
H -4.733 0.328 1.091
H -3.029 0.720 -1.397
H -4.768 0.166 -1.210
H -4.299 -2.237 -1.083
H -3.161 -1.581 -2.395
H -1.273 -2.498 -1.313
H -1.564 -1.480 0.196
H -3.557 -3.638 0.568
H -1.933 -3.385 1.416
H -3.738 -5.842 -0.961
H -1.780 -7.810 -1.941
H 0.673 -6.861 -1.172
H 0.472 -4.544 0.097
N 0.839 -0.258 3.781
C 2.074 -0.361 3.261
C 3.223 -0.493 4.023
C 3.096 -0.517 5.404
C 1.833 -0.411 5.969
C 0.744 -0.286 5.121
H 2.122 -0.333 2.176
H 4.194 -0.574 3.548
H 3.972 -0.618 6.035
H 1.697 -0.426 7.044
H -0.264 -0.204 5.515
N 3.770 -2.177 -2.034
C 3.242 -3.389 -1.803
C 2.455 -4.073 -2.716
C 2.191 -3.471 -3.938
C 2.721 -2.218 -4.202
C 3.500 -1.618 -3.225
H 3.475 -3.818 -0.833
H 2.058 -5.050 -2.479
H 1.577 -3.974 -4.678
H 2.536 -1.718 -5.144
H 3.941 -0.640 -3.386
N -0.102 2.341 -3.938
C -1.065 1.544 -4.429
C -1.987 1.946 -5.382
C -1.916 3.249 -5.855
C -0.931 4.094 -5.364
C -0.054 3.596 -4.415
H -1.082 0.536 -4.025
H -2.742 1.259 -5.744
H -2.621 3.601 -6.601
H -0.847 5.116 -5.711
H 0.735 4.217 -4.002
N -6.281 -0.285 3.250
C -6.808 -1.500 3.476
C -8.044 -1.707 4.066
C -8.782 -0.597 4.452
C -8.261 0.671 4.233
C -7.017 0.773 3.632
H -6.193 -2.336 3.160
H -8.421 -2.710 4.221
H -9.753 -0.718 4.919
H -8.809 1.559 4.522
H -6.569 1.742 3.436
N -4.557 4.424 1.065
C -3.694 5.416 1.340
C -4.073 6.732 1.548
C -5.421 7.048 1.464
C -6.335 6.043 1.180
C -5.856 4.757 0.992
H -2.651 5.119 1.392
H -3.333 7.491 1.769
H -5.757 8.068 1.620
H -7.395 6.254 1.107
H -6.532 3.936 0.771